Entry 1:
Molecular formula: C4H11IrO3
Method: DFT, wB97M-V/def2-TZVPD

Atoms and positions in Å:
1 H 1.95885 2.48168 -2.67028
2 H 1.13995 3.96963 -2.09924
3 C 0.20261 0.40367 0.32581
4 Ir -1.30646 -3.40500 1.99239
5 C -1.64516 -1.04040 0.40324
6 H 0.77527 -0.03207 1.16655
7 H 2.15140 1.15230 -0.12307
8 H -1.71873 -0.54222 1.38674
9 O 0.69302 2.30207 -1.03456
10 H 2.51418 3.29178 -1.17063
11 C 1.17501 1.04588 -0.63064
12 O -0.53637 -0.59310 -0.33171
13 H -0.47312 1.17660 0.73876
14 C 1.62727 3.04126 -1.77847
15 H -2.58486 -0.82855 -0.13814
16 H -1.89204 -5.63073 2.84685
17 O -1.85376 -5.04967 2.08910
18 H 1.32193 0.38912 -1.50807
19 H -1.54900 -2.13225 0.53535

The HOMO energy (alpha / beta) is -0.6630 / -0.6597 Ha. Its total energy is -13281.519 eV. The spin multiplicity is 5. Its LUMO energy (alpha / beta) is -8.321 / -12.310 eV. As for the charge: +2.

Entry 2:
Molecular formula: C6H9N
Method: DFT, wB97M-V/def2-TZVPD

Atoms and positions in Å:
1 C 0.75645 0.70129 -2.29861
2 H -2.05104 -0.73062 1.72197
3 C 0.51027 -1.18664 0.90614
4 C -0.17899 -0.02999 1.17881
5 C 0.61095 0.11862 -0.93190
6 H 1.35650 -1.94100 -1.02959
7 H -0.18350 1.15872 -2.62124
8 H -1.14059 -0.13364 3.13340
9 H 1.53637 1.46449 -2.37923
10 N -0.04458 0.79348 0.07358
11 H 0.99014 -0.09761 -3.00584
12 C 0.94676 -1.12406 -0.44820
13 H -1.86905 1.05447 1.99709
14 H 0.49235 -2.04798 1.56682
15 C -1.37776 0.07241 2.08307
16 H -0.26818 1.78281 0.03295

The HOMO energy is -0.2789 Ha. As for the SMILES: Cc1ccc(C)[nH]1. Its total energy is -7857.693 eV. Its relative energy (zero: lowest compared OMol25 entry of this formula, charge and spin) is 0.4662 eV. Its LUMO energy is 1.029 eV.

Entry 3:
Molecular formula: C33H80F3Na2O19S
Method: DFT, wB97M-V/def2-TZVPD

Atoms and positions in Å:
1 H 20.65955 -6.74966 -7.80372
2 H 17.22198 2.67587 -3.03121
3 H 12.06545 3.37402 -10.95194
4 C 17.95777 -4.32726 -9.60878
5 H 15.80809 5.23669 -11.20250
6 H 11.69778 -4.50262 -14.90483
7 C 21.88663 -1.81472 -14.55120
8 H 21.15175 -3.24596 -21.59833
9 H 15.99746 1.04381 -9.27316
10 C 18.35165 2.50662 -7.45667
11 H 16.44536 5.09607 -12.86451
12 F 15.84291 -1.75853 -15.05350
13 Na 16.34143 2.29276 -16.30004
14 C 16.76996 1.80214 -9.14554
15 H 18.97965 1.25703 -5.91267
16 O 11.58280 -4.52968 -10.25016
17 H 19.19365 -7.75224 -7.84923
18 H 20.83080 1.85353 -16.10839
19 H 9.63563 -0.21085 -10.78129
20 H 22.58503 -2.63358 -14.72383
21 H 11.67506 -3.91500 -12.53657
22 H 12.54429 2.17528 -12.20393
23 O 18.81013 2.20143 -15.52899
24 H 20.33834 -2.90867 -17.25473
25 H 16.75038 -0.60444 -18.27499
26 C 11.60623 -2.87269 -12.84791
27 C 14.03980 -1.12348 -9.90960
28 H 16.34421 7.33489 -13.19278
29 C 19.52665 1.08565 -17.50985
30 H 19.17045 -1.44668 -11.76710
31 O 18.48567 -3.99781 -17.32501
32 H 19.32434 1.63029 -13.66634
33 S 15.41208 0.19875 -13.37960
34 H 21.02560 -4.58966 -19.27340
35 H 19.46173 -3.89308 -21.52320
36 C 15.91420 -1.61040 -13.77370
37 F 17.14229 -1.86282 -13.28155
38 H 20.01592 -5.24309 -9.64817
39 O 20.10743 -2.90246 -19.87341
40 H 15.25247 7.78551 -11.74846
41 H 19.26907 0.32487 -11.57243
42 C 10.46020 0.14218 -11.40060
43 H 20.11365 0.20505 -17.77078
44 C 20.14595 -3.10791 -21.20159
45 C 12.36765 -4.35191 -9.03570
46 C 22.94882 -0.76713 -16.38799
47 H 18.57028 -3.94490 -15.16818
48 Na 11.73944 -0.06057 -14.45456
49 H 19.34043 -4.83378 -19.42070
50 O 20.56582 -0.52288 -12.88034
51 H 14.65146 8.01965 -13.41166
52 H 20.44069 -4.56603 -16.93388
53 O 17.59487 2.59604 -5.09687
54 H 22.26300 -1.24558 -17.08716
55 H 18.30609 -1.06336 -9.19569
56 H 19.97463 3.15218 -14.10595
57 H 10.23458 1.13808 -11.78187
58 H 19.79213 -2.18674 -21.66458
59 H 17.06493 1.20943 -3.96825
60 C 18.66104 2.29774 -5.97201
61 H 14.61558 3.69427 -13.47508
62 C 12.89237 2.82164 -11.39823
63 H 13.64805 -0.10672 -9.88051
64 H 11.35735 0.24000 -10.78932
65 O 17.28501 1.58897 -7.85095
66 H 18.73416 1.70983 -3.48559
67 H 14.12809 -3.45238 -8.15138
68 C 17.73319 2.04448 -3.75792
69 C 15.54257 5.14799 -12.25593
70 H 22.49016 -1.50607 -12.46089
71 O 10.78405 -0.72978 -12.43001
72 O 18.53573 -3.08445 -9.07039
73 O 18.10639 0.76961 -17.51026
74 H 17.85366 -4.38436 -10.69229
75 H 10.59495 -5.98050 -11.28590
76 H 18.39971 -1.15112 -18.06096
77 H 13.34800 2.24585 -10.59263
78 H 23.25688 0.22103 -16.72969
79 H 19.76496 1.88679 -18.20950
80 O 13.98297 0.25855 -13.70189
81 C 19.08909 2.52988 -14.23510
82 O 15.74653 0.46471 -11.97664
83 H 15.22208 2.92430 -12.09986
84 H 13.14372 -3.51912 -14.86062
85 H 20.97452 -2.01219 -15.11438
86 H 11.10599 -2.20271 -10.88687
87 H 11.03455 -6.54664 -9.65533
88 H 11.99850 -3.10528 -16.08805
89 H 12.55642 -2.43666 -12.53948
90 C 10.71500 -5.68622 -10.24326
91 C 18.99433 -5.42468 -9.31433
92 C 21.56844 -1.56383 -13.03984
93 C 19.88083 -3.85541 -17.54189
94 C 17.73278 -1.97665 -9.35487
95 H 21.24921 -2.54365 -12.68469
96 C 17.79267 -0.31822 -18.41575
97 H 19.25562 2.27359 -8.01940
98 O 13.52245 4.02308 -11.82312
99 O 13.13101 -2.07922 -9.41439
100 H 16.85240 -1.91144 -8.71552
101 H 23.75397 -1.50185 -16.38215
102 C 19.84417 -0.59773 -11.65098
103 H 14.09075 -1.39093 -10.96505
104 C 19.61321 -6.80737 -7.50383
105 H 16.98445 -3.92693 -15.88368
106 H 9.73374 -5.35729 -9.90118
107 O 16.21153 1.03842 -14.27304
108 H 18.49152 -6.31605 -9.68952
109 H 18.22926 2.95393 -13.71646
110 H 14.30623 -3.77588 -9.85426
111 H 19.52955 2.89814 -5.70125
112 O 22.38702 -0.61157 -15.05665
113 C 13.60557 -3.40388 -9.10674
114 F 14.99568 -2.38516 -13.25675
115 H 19.92108 0.44857 -15.54734
116 H 18.10506 -2.49704 -15.91169
117 C 19.84720 1.38385 -16.10224
118 H 17.93835 -0.14611 -19.48218
119 H 17.45391 1.76130 -9.99327
120 H 18.18287 3.57683 -7.57606
121 C 18.00684 -3.57663 -16.02551
122 H 9.73054 -2.58808 -11.95732
123 C 15.34118 7.45579 -12.78360
124 C 12.07481 -3.49374 -15.07249
125 H 11.73762 -4.14402 -8.17088
126 H 15.06691 -1.14150 -9.54516
127 H 12.87266 -5.30304 -8.86708
128 C 20.07074 -4.10733 -19.06431
129 H 16.42592 2.83616 -9.16897
130 H 20.48554 -0.81448 -10.79670
131 H 17.46591 -1.90773 -10.40945
132 O 14.74889 6.19461 -12.75083
133 C 10.72110 -2.13631 -11.90449
134 O 18.99738 -5.61621 -7.94452
135 O 11.37886 -2.57141 -14.24230
136 H 16.98260 -4.40728 -9.12843
137 C 14.74864 3.85729 -12.40559
138 H 19.47930 -6.73340 -6.42462

The HOMO energy is -0.3868 Ha. Its total energy is -102226.570 eV. Its relative energy (zero: lowest compared OMol25 entry of this formula, charge and spin) is 2.3747 eV. Its LUMO energy is -3.088 eV. As for the charge: +1.

Entry 4:
Molecular formula: C38H67F2IN2O13S5
Method: DFT, wB97M-V/def2-TZVPD

Atoms and positions in Å:
1 S -35.32835 -8.90821 25.46864
2 C -37.29804 -13.24873 22.08709
3 C -42.00107 -12.24723 25.27654
4 I -34.10871 -15.35891 20.26354
5 H -32.95815 -21.50332 27.79086
6 O -38.11156 -16.62262 22.44418
7 O -37.76270 -11.65021 19.37371
8 O -32.37597 -14.38772 26.25140
9 H -29.14508 -13.15218 26.58802
10 H -39.97670 -17.96536 20.89814
11 H -34.75332 -12.10191 28.43879
12 O -35.08202 -13.42585 23.83251
13 H -43.75107 -13.58636 25.53336
14 C -41.70394 -14.75180 25.25415
15 H -36.11131 -13.19070 26.18911
16 C -29.62019 -18.86203 23.16920
17 H -28.20766 -15.34754 26.17608
18 C -34.84726 -13.01674 27.99615
19 H -28.76193 -13.99069 24.03730
20 H -34.64858 -16.19092 23.76537
21 H -36.13138 -16.39349 24.49569
22 H -37.53523 -13.82499 15.71251
23 H -41.62243 -15.45054 26.04740
24 C -30.45699 -19.10108 24.26386
25 S -40.48269 -12.61889 24.52943
26 C -35.39615 -10.41807 24.46552
27 C -38.88598 -11.91237 16.96182
28 H -33.15834 -17.59709 23.16282
29 H -37.63263 -17.55288 18.21232
30 C -39.42843 -17.07130 19.10492
31 C -36.64366 -13.12265 17.54441
32 H -34.20835 -14.98008 28.58406
33 H -34.74492 -10.75089 22.60385
34 C -30.81300 -14.42487 24.23515
35 H -31.58029 -17.00276 21.08801
36 O -37.16759 -15.27053 27.16523
37 H -36.84317 -12.02201 27.29192
38 H -37.37843 -10.93195 16.33216
39 H -31.46178 -15.38939 24.10620
40 C -32.81432 -19.55040 28.00057
41 H -37.37394 -16.49244 19.73733
42 H -41.95696 -11.65510 26.17672
43 H -29.97694 -19.67651 25.14004
44 H -36.22969 -10.71947 24.47433
45 C -37.92917 -11.76753 15.94446
46 H -37.95059 -17.50662 22.61616
47 H -29.75462 -16.01204 26.38192
48 O -31.27137 -12.28543 25.57772
49 H -38.39819 -11.71868 14.93305
50 S -37.13823 -14.24646 28.08726
51 H -36.69395 -12.35457 21.81666
52 C -31.30324 -17.73944 22.02167
53 O -34.26509 -9.06542 26.48133
54 N -36.60197 -14.50405 22.45652
55 C -29.37989 -14.88496 24.38147
56 F -28.36350 -19.51465 23.25460
57 H -36.24961 -9.64356 22.80297
58 O -40.62719 -12.73508 23.12632
59 F -32.65458 -17.19684 28.41657
60 C -32.19265 -17.85139 23.06427
61 H -31.91868 -19.49660 28.50720
62 H -36.22132 -15.57892 29.67887
63 C -31.75839 -18.68748 24.12934
64 H -37.97485 -13.40790 21.24419
65 O -38.41442 -13.65617 28.46672
66 H -36.13746 -18.80564 26.29966
67 C -34.78908 -14.11064 29.02984
68 O -38.81297 -13.79865 18.73743
69 C -33.58367 -20.63626 27.56365
70 C -35.16727 -9.87892 23.16293
71 H -41.32730 -16.16914 21.75937
72 C -34.12612 -8.84294 23.21941
73 S -31.24827 -13.71370 25.73846
74 H -35.42372 -21.11143 26.51232
75 C -41.09485 -16.22863 20.78075
76 S -38.07727 -12.52759 18.36864
77 H -41.89533 -16.83563 20.18965
78 H -37.86966 -16.04136 18.27611
79 H -34.11396 -7.11000 24.59455
80 H -29.39826 -17.99601 21.24325
81 C -29.71669 -14.02032 26.59357
82 H -42.12438 -15.22004 24.48831
83 H -39.96906 -14.98533 24.39802
84 O -39.34546 -11.82534 25.11596
85 C -35.39097 -15.72525 24.40399
86 H -29.05737 -15.61489 23.82777
87 H -34.26972 -8.70301 22.22554
88 C -36.97772 -12.95970 16.09176
89 H -35.64104 -7.24997 24.01303
90 H -37.78556 -12.81059 22.81057
91 C -40.42128 -14.21255 25.17265
92 C -34.51300 -17.92483 27.26029
93 H -34.79572 -16.89525 27.15957
94 C -34.70917 -7.78218 24.19789
95 H -32.39049 -18.79319 24.96907
96 C -36.12862 -14.53099 29.37042
97 H -34.55511 -11.18157 24.49919
98 C -34.83223 -20.33337 26.88780
99 H -33.26416 -9.29562 23.59255
100 C -33.31424 -18.17541 27.84705
101 H -34.82902 -15.49231 25.49492
102 H -35.88887 -12.54439 18.03212
103 O -40.24250 -17.06019 18.26568
104 O -36.63608 -8.60817 25.92412
105 C -29.16497 -15.09983 25.89463
106 H -29.84566 -14.36010 27.59660
107 H -41.12003 -15.17799 20.43950
108 C -35.60742 -14.42295 23.59189
109 H -34.20302 -13.23963 27.21184
110 C -42.55579 -13.48870 25.79965
111 H -36.15151 -14.98084 21.63962
112 C -36.26793 -12.93733 27.30195
113 H -40.01329 -14.08654 26.13580
114 H -39.37333 -11.07059 17.15538
115 C -30.00775 -18.22147 21.96279
116 H -42.66713 -11.76943 24.47141
117 H -36.33343 -14.25926 17.85774
118 H -42.50263 -13.31832 26.67377
119 C -37.93030 -16.85260 18.91134
120 H -34.21283 -13.85869 29.87231
121 H -37.33989 -15.24016 22.65244
122 N -39.86116 -16.99611 20.61531
123 H -36.45359 -13.91292 30.12300
124 H -30.97695 -13.60611 23.49381
125 C -35.25792 -18.95628 26.69929
126 H -39.73491 -12.65405 16.76506
127 H -39.10163 -16.73098 21.29108
128 H -36.02278 -12.81895 15.51201

The HOMO energy is -0.2724 Ha. Its total energy is -137785.660 eV. Its relative energy (zero: lowest compared OMol25 entry of this formula, charge and spin) is 1.0371 eV. Its LUMO energy is 0.040 eV.